Entry 1:
Molecular formula: C30H28AgFN7O5S
Method: DFT, ωB97M-V with the def2-TZVPD basis set

Properties
Multiplicity: 1
Frontier orbital gap: 0.259 Ha
Total energy: -69786.9424 eV
Charge: -1
LUMO level: 2.082 eV
Energy relative to the best compared isomer or geometry (same formula, charge and spin): 0.000 eV

Last column: Mulliken charge in e.
Element x y z (Å)
1 Ag -0.458 2.572 -0.869  0.5477
2 O 3.561 -1.882 -0.692  -0.7378
3 C 3.788 -1.710 0.620  0.2890
4 C 4.503 -2.690 1.312  -0.5916
5 C 4.720 -2.561 2.673  -0.4561
6 C 4.227 -1.458 3.363  -0.8108
7 C 3.532 -0.478 2.671  -0.3815
8 C 3.301 -0.581 1.302  0.4882
9 C 2.544 0.475 0.535  0.5813
10 O 2.082 0.155 -0.601  -0.7650
11 N 2.493 1.638 1.161  -0.6394
12 N 1.795 2.604 0.492  0.1508
13 C 2.032 3.783 0.919  -0.7159
14 C 1.387 4.971 0.347  0.7936
15 C 1.875 6.239 0.659  -0.7279
16 C 1.281 7.348 0.083  -0.1701
17 C 0.224 7.164 -0.794  -0.7796
18 C -0.209 5.869 -1.046  -0.1603
19 N 0.350 4.805 -0.478  0.1602
20 H 2.940 -1.119 -0.939  0.3428
21 H 4.877 -3.540 0.754  0.4430
22 H 5.276 -3.328 3.200  0.3650
23 H 4.393 -1.358 4.428  0.3747
24 H 3.151 0.401 3.173  0.4752
25 H 2.767 3.935 1.711  0.3020
26 H 2.715 6.334 1.336  0.3227
27 H 1.645 8.343 0.308  0.4006
28 H -0.264 8.000 -1.277  0.3959
29 H -1.015 5.648 -1.738  0.4313
30 C -5.483 -1.221 -0.972  -1.1785
31 C -4.577 -0.047 -0.631  -0.4645
32 N -3.560 0.192 -1.649  0.4101
33 C -3.502 1.417 -2.267  -0.0520
34 C -2.542 1.803 -3.128  -0.2606
35 C -2.357 3.300 -3.353  0.1724
36 O -3.208 3.948 -3.960  -0.7300
37 O -1.309 3.719 -2.771  -0.6398
38 C -1.575 0.831 -3.613  0.5522
39 O -0.833 0.981 -4.570  -0.7071
40 C -1.504 -0.379 -2.756  0.0684
41 C -0.354 -1.170 -2.836  -0.9218
42 C -0.111 -2.112 -1.884  0.3570
43 F 1.009 -2.867 -1.928  -0.4650
44 C -1.002 -2.279 -0.823  -0.1444
45 C -2.200 -1.618 -0.808  -1.0942
46 C -2.464 -0.633 -1.770  0.1631
47 N -0.596 -2.982 0.395  0.5100
48 C -0.531 -4.473 0.254  -0.4616
49 C 0.303 -5.048 1.400  -0.7953
50 N 0.118 -4.172 2.542  -0.3865
51 C 0.882 -2.928 2.375  -1.0078
52 C 0.703 -2.435 0.940  -0.5615
53 H -6.226 -1.362 -0.186  0.4134
54 H -4.915 -2.147 -1.071  0.2424
55 H -6.002 -1.043 -1.915  0.3480
56 H -4.103 -0.181 0.345  0.1576
57 H -5.166 0.866 -0.561  0.4104
58 H -4.269 2.120 -1.965  0.4118
59 H 0.366 -0.961 -3.616  0.4973
60 H -2.841 -1.733 0.054  1.1025
61 H -0.095 -4.687 -0.719  0.3757
62 H -1.559 -4.832 0.277  0.4676
63 H 1.354 -5.134 1.092  0.2505
64 H -0.056 -6.050 1.633  0.4611
65 H 0.357 -4.625 3.411  0.3216
66 H -1.288 -2.719 1.125  0.4383
67 H 1.957 -3.057 2.544  0.3752
68 H 0.499 -2.187 3.073  0.4126
69 H 1.489 -2.781 0.276  0.4235
70 H 0.644 -1.352 0.867  0.0153
71 S -2.072 -0.897 2.493  -0.4874
72 C -1.597 0.277 1.412  0.4319
73 N -1.301 1.080 0.628  -0.3599


Entry 2:
Molecular formula: C30H28Br2CsN2Se
Method: DFT, ωB97M-V with the def2-TZVPD basis set

Properties
Multiplicity: 1
Frontier orbital gap (alpha / beta): 0.189 / 0.162 Ha
Total energy: -240522.8421 eV
Charge: -1
LUMO level (alpha / beta): 2.136 / 1.417 eV

Last column: Mulliken charge in e.
Element x y z (Å)
1 Cs 2.311 1.674 2.689  1.0220
2 Br 1.078 3.469 5.174  -0.2205
3 C 2.881 3.630 5.767  -0.5395
4 Br 4.967 2.238 4.332  -0.8410
5 H 3.045 3.122 6.704  0.2968
6 H 3.257 4.634 5.646  0.2967
7 C -4.486 -0.957 2.319  -0.9705
8 N -4.217 -0.055 1.230  0.1833
9 C -3.875 1.256 1.349  -0.2584
10 Se -3.715 2.230 2.884  -0.3231
11 N -3.693 1.729 0.096  0.1337
12 C -3.878 0.728 -0.831  0.2755
13 C -3.783 0.708 -2.209  -0.6324
14 C -4.097 -0.487 -2.840  -0.6551
15 C -4.496 -1.614 -2.118  -0.5851
16 C -4.577 -1.596 -0.733  -0.5536
17 C -4.249 -0.408 -0.105  0.5596
18 H -4.336 -0.412 3.248  0.2538
19 H -3.800 -1.804 2.272  0.3376
20 H -5.516 -1.316 2.268  0.3366
21 H -3.260 2.630 -0.072  0.1987
22 H -3.459 1.577 -2.761  0.4243
23 H -4.028 -0.549 -3.916  0.3817
24 H -4.732 -2.526 -2.648  0.3870
25 H -4.852 -2.478 -0.173  0.4643
26 C -0.488 -4.724 0.372  -0.5391
27 C 0.802 -4.330 0.691  -0.5718
28 C 1.187 -3.007 0.528  -0.5413
29 C 0.290 -2.052 0.050  0.2053
30 C -0.999 -2.462 -0.279  0.2232
31 C -1.385 -3.781 -0.118  -0.4261
32 C 0.714 -0.652 -0.123  0.4295
33 C -0.078 0.383 -0.367  -1.3865
34 C -0.323 1.698 -0.649  0.7788
35 C -0.277 2.264 -1.968  -0.6001
36 C -0.622 3.581 -2.181  -0.4698
37 C -1.024 4.429 -1.139  -0.5206
38 C -1.058 3.907 0.157  -0.8391
39 C -0.737 2.589 0.395  -0.8223
40 H -0.791 -5.757 0.493  0.3711
41 H 1.514 -5.057 1.066  0.3686
42 H 2.202 -2.704 0.764  0.3976
43 H -1.687 -1.722 -0.664  0.0808
44 H -2.391 -4.080 -0.385  0.3657
45 H 1.799 -0.519 -0.005  0.2893
46 H 0.027 1.630 -2.794  0.4256
47 H -0.580 3.972 -3.193  0.3680
48 H -1.284 5.461 -1.332  0.3720
49 H -1.369 4.529 0.989  0.3730
50 H -0.845 2.161 1.383  0.7654
51 C 3.583 0.932 -0.648  -1.8342
52 C 4.399 -0.110 -1.094  1.2865
53 C 4.043 -0.883 -2.217  -0.2728
54 C 4.833 -1.924 -2.638  -0.5681
55 C 6.008 -2.243 -1.961  -0.4222
56 C 6.374 -1.494 -0.846  -0.4832
57 C 5.589 -0.452 -0.416  -0.6876
58 H 2.716 1.243 -1.209  0.3762
59 H 3.924 1.577 0.149  0.6213
60 H 3.125 -0.650 -2.737  0.3431
61 H 4.532 -2.503 -3.501  0.3719
62 H 6.626 -3.062 -2.295  0.3755
63 H 7.282 -1.732 -0.308  0.3759
64 H 5.879 0.122 0.457  0.4480


Entry 3:
Molecular formula: C30H28BrF9N2SSc
Method: DFT, ωB97M-V with the def2-TZVPD basis set

Properties
Multiplicity: 1
Frontier orbital gap: 0.275 Ha
Total energy: -160581.5142 eV
Charge: -1
LUMO level: 2.456 eV
Energy relative to the best compared isomer or geometry (same formula, charge and spin): 0.008 eV

Last column: Mulliken charge in e.
Element x y z (Å)
1 Sc 0.179 0.020 0.436  -1.3793
2 C -3.791 0.070 1.895  -1.3018
3 C -3.352 0.717 0.591  -0.8620
4 N -2.405 -0.095 -0.192  0.9660
5 C -3.047 -1.382 -0.562  -0.8841
6 C -2.672 -2.570 0.310  -1.0397
7 C -2.049 0.668 -1.402  -0.5058
8 C -1.088 -0.105 -2.316  -1.4612
9 N -0.249 -0.927 -1.471  1.2804
10 C 0.487 -1.911 -2.024  0.4138
11 C 1.060 -2.858 -1.149  -0.3472
12 F 0.819 -2.665 0.172  0.0322
13 C 1.809 -3.929 -1.554  -0.1243
14 F 2.292 -4.781 -0.632  -0.3188
15 C 2.062 -4.159 -2.897  -0.6515
16 C 1.525 -3.247 -3.781  0.2132
17 F 1.752 -3.405 -5.101  -0.3426
18 C 0.771 -2.160 -3.381  0.3203
19 F 0.344 -1.312 -4.348  -0.3823
20 H -4.242 0.822 2.545  0.4378
21 H -2.943 -0.359 2.424  0.0639
22 H -4.532 -0.714 1.723  0.3741
23 H -2.885 1.679 0.790  0.4556
24 H -4.243 0.907 -0.031  0.4808
25 H -2.763 -1.641 -1.578  0.4586
26 H -4.135 -1.230 -0.574  0.5124
27 H -1.594 -2.721 0.277  -0.1052
28 H -3.138 -3.473 -0.091  0.5270
29 H -2.971 -2.462 1.351  0.2171
30 H -1.587 1.602 -1.065  -0.0513
31 H -2.947 0.951 -1.973  0.5283
32 H -0.515 0.627 -2.897  0.3678
33 H -1.650 -0.709 -3.037  0.6602
34 H 2.654 -4.996 -3.232  0.5016
35 F -0.114 -4.449 5.685  -0.3216
36 C 0.411 -3.560 4.829  0.4022
37 C -0.394 -2.888 3.928  -0.1845
38 F -1.713 -3.116 3.900  -0.3064
39 C 0.188 -1.983 3.070  -0.5647
40 F -0.638 -1.338 2.193  0.6182
41 C 1.548 -1.684 3.033  0.6727
42 S 2.211 -0.521 1.923  -0.5838
43 C 2.321 -2.387 3.958  0.0849
44 F 3.640 -2.184 4.016  -0.3279
45 C 1.770 -3.303 4.836  0.2778
46 F 2.551 -3.955 5.708  -0.3064
47 C 3.129 1.785 -3.847  -1.5753
48 C 2.850 2.698 -2.645  2.1713
49 C 2.029 3.909 -3.104  -1.6730
50 C 4.181 3.179 -2.049  -1.7012
51 C 2.096 1.951 -1.627  -0.1002
52 C 1.471 1.332 -0.784  -0.3678
53 H 3.686 2.326 -4.618  0.4022
54 H 2.194 1.424 -4.279  0.3169
55 H 3.712 0.917 -3.537  0.3572
56 H 2.579 4.474 -3.862  0.4294
57 H 1.815 4.570 -2.263  0.3572
58 H 1.078 3.588 -3.533  0.3250
59 H 4.753 3.737 -2.795  0.3910
60 H 4.774 2.328 -1.713  0.3775
61 H 4.000 3.824 -1.188  0.3720
62 Br -2.277 5.551 3.978  -0.2577
63 C -1.586 4.040 3.033  0.1279
64 C -1.509 2.815 3.671  -0.9149
65 C -1.016 1.725 2.961  0.1006
66 C -0.593 1.794 1.626  0.7619
67 C -0.659 3.075 1.056  0.1895
68 C -1.155 4.188 1.727  -0.7248
69 H -1.827 2.718 4.702  0.4162
70 H -0.968 0.779 3.495  0.1962
71 H -0.298 3.228 0.042  0.0731
72 H -1.198 5.158 1.248  0.4350


Entry 4:
Molecular formula: C30H28Cl2IN4O7RuS
Method: DFT, ωB97M-V with the def2-TZVPD basis set

Properties
Multiplicity: 2
Frontier orbital gap (alpha / beta): 0.238 / 0.191 Ha
Total energy: -98421.5528 eV
LUMO level (alpha / beta): -0.821 / -2.115 eV
Energy relative to the best compared isomer or geometry (same formula, charge and spin): 0.033 eV

Last column: Mulliken spin population.
Element x y z (Å)
1 Ru -0.167 0.070 -0.210  -0.0168
2 Cl 6.431 3.814 1.736  0.0000
3 C 4.995 2.846 1.541  -0.0003
4 C 3.907 3.054 2.392  0.0004
5 C 2.772 2.306 2.231  -0.0020
6 Cl 1.428 2.592 3.301  0.0000
7 C 2.610 1.298 1.217  0.0015
8 O 1.496 0.699 1.117  -0.0001
9 C 3.776 1.086 0.416  0.0006
10 C 3.904 0.026 -0.572  -0.0004
11 O 3.135 -0.888 -0.804  0.0004
12 C 4.924 1.879 0.577  0.0002
13 H 3.956 3.805 3.169  0.0000
14 H 4.798 0.148 -1.218  -0.0001
15 H 5.775 1.702 -0.070  0.0000
16 O -2.945 -4.542 5.218  0.0009
17 C -3.654 -3.420 4.985  -0.0050
18 O -4.732 -3.260 5.484  -0.0002
19 C -3.008 -2.409 4.088  0.0218
20 C -3.828 -1.636 3.277  0.0017
21 C -3.272 -0.709 2.413  0.0052
22 C -1.893 -0.545 2.378  -0.0054
23 C -1.072 -1.284 3.209  -0.0094
24 C -1.630 -2.221 4.060  -0.0002
25 N -1.309 0.410 1.492  -0.0016
26 C -1.636 1.630 1.699  -0.0013
27 C -1.147 2.652 0.791  0.0003
28 C -1.321 4.003 1.036  -0.0007
29 C -0.781 4.915 0.145  0.0001
30 C -0.089 4.431 -0.952  -0.0005
31 C 0.033 3.062 -1.133  0.0005
32 N -0.494 2.179 -0.287  0.0029
33 H -2.235 -4.630 4.566  -0.0010
34 H -4.899 -1.782 3.325  0.0015
35 H -3.898 -0.136 1.740  -0.0004
36 H -0.010 -1.083 3.207  0.0007
37 H -0.985 -2.787 4.721  -0.0024
38 H -2.254 1.911 2.548  -0.0004
39 H -1.850 4.322 1.924  -0.0001
40 H -0.888 5.978 0.310  0.0001
41 H 0.368 5.099 -1.668  -0.0001
42 H 0.597 2.658 -1.959  -0.0001
43 O -0.894 -2.998 0.418  0.0043
44 S 0.246 -2.100 0.064  0.0405
45 C 1.043 -2.968 -1.336  -0.0031
46 C 2.187 -3.820 -0.776  -0.0011
47 C 1.979 -3.948 0.733  0.0048
48 C 1.564 -2.563 1.210  0.0006
49 H 1.385 -2.243 -2.067  -0.0018
50 H 0.223 -3.562 -1.738  -0.0005
51 H 3.126 -3.304 -0.966  0.0003
52 H 2.224 -4.793 -1.266  -0.0001
53 H 2.882 -4.283 1.243  0.0001
54 H 1.181 -4.662 0.953  -0.0025
55 H 2.344 -1.815 1.109  -0.0017
56 H 1.157 -2.550 2.217  0.0004
57 C 3.113 0.423 -4.803  0.0000
58 N 1.832 0.034 -4.227  -0.0001
59 C 0.917 -0.676 -4.928  0.0001
60 C -0.294 -0.953 -4.408  -0.0002
61 C -0.523 -0.546 -3.060  -0.0009
62 O -1.684 -0.825 -2.566  0.0001
63 N 0.405 0.061 -2.323  0.0027
64 C 1.545 0.530 -2.947  -0.0003
65 O 2.289 1.358 -2.463  0.0001
66 H 3.200 -0.028 -5.789  0.0000
67 H 3.924 0.078 -4.165  0.0000
68 H 3.177 1.506 -4.881  0.0000
69 H 1.212 -0.984 -5.921  0.0000
70 H -1.053 -1.497 -4.944  0.0000
71 I -2.290 -5.163 1.417  0.9636
72 C -1.897 -0.467 -1.132  0.0024
73 H -2.675 0.305 -1.164  0.0003
74 H -2.346 -1.372 -0.720  0.0020